54
Properties=species:S:1:pos:R:3:forces:R:3 method="wB97M-V/def2-TZVPD" total_charge=-1 gap_ev="5.20 / 4.69" lumo_energy_ha="0.1032 / 0.1028" homo_ev="-2.40 / -1.89" de_lowest_kcal_mol=56.8 multiplicity=2 s2=0.757
C -1.088 0.583 -2.685 -0.02 -0.17 -0.10
H 4.004 2.980 3.304 -0.01 -0.01 -0.01
H 2.246 4.736 3.379 0.01 0.00 -0.03
C 2.037 3.761 2.956 0.05 0.00 0.05
C 0.728 -2.374 1.621 0.14 0.05 0.22
H -0.012 -3.541 -0.635 0.00 0.03 -0.02
H -2.419 -1.411 1.148 0.05 0.00 -0.02
C 2.736 -2.709 3.492 -0.01 -0.17 0.00
H 0.564 -4.513 1.672 -0.05 0.05 -0.05
C -3.115 0.811 -1.680 0.02 0.16 -0.07
H 3.507 0.778 2.357 -0.02 0.03 0.03
C -1.557 -1.748 1.726 -0.21 -0.10 0.16
H -1.672 -2.920 -0.670 0.02 0.04 0.02
C -0.856 -3.230 -0.021 -0.06 -0.06 -0.04
H 2.419 -4.826 3.246 -0.01 0.01 0.00
N -0.453 -2.101 0.816 0.06 -0.59 0.31
H 3.504 -2.829 4.248 0.00 0.02 -0.01
C 1.438 1.192 1.951 0.09 0.11 0.19
H 2.868 -0.592 3.556 0.00 -0.03 -0.01
H -1.202 -4.084 0.577 0.03 0.01 0.01
C 1.656 -0.756 -1.163 1.29 -0.45 -0.79
H 1.609 -1.179 -2.170 0.03 0.04 -0.02
H 0.063 4.287 2.316 0.00 -0.04 -0.01
C 3.006 2.770 2.937 0.00 0.08 0.01
C 1.424 -1.218 2.072 0.11 -0.21 0.36
H -0.233 0.774 -3.319 0.07 -0.04 0.08
H -0.959 -1.595 -2.322 0.09 0.02 0.14
I 2.516 1.260 -1.544 0.00 -0.15 -0.04
H -1.237 -0.946 2.387 0.05 0.00 -0.03
C 1.089 -3.640 2.038 -0.06 -0.08 -0.09
H -1.672 2.763 -0.604 -0.03 -0.01 0.01
C 0.803 3.496 2.377 -0.03 0.07 -0.08
C -2.156 1.459 -2.486 -0.18 0.06 -0.02
H -1.707 1.175 2.698 0.01 0.00 -0.01
C 2.389 -1.433 3.083 -0.09 0.09 -0.12
H 0.047 3.157 -0.518 -0.01 -0.03 -0.02
C -1.379 -0.641 -2.024 -0.41 -0.24 -0.68
C 0.518 2.255 1.835 0.14 -0.11 0.06
H -2.142 2.865 2.377 0.05 0.00 -0.01
N -0.686 2.013 1.073 0.15 -0.15 -0.19
N 1.010 -0.045 1.520 0.22 -0.05 0.73
H -1.848 -2.610 2.343 0.03 -0.02 -0.05
C -2.653 -0.477 -1.405 0.06 -0.06 0.22
H -1.114 4.031 0.513 0.01 -0.04 0.02
H -3.222 -1.245 -0.894 0.03 -0.01 -0.01
H -4.045 1.242 -1.328 0.00 -0.01 0.01
C -1.877 1.904 1.907 -0.09 -0.04 0.06
C 2.125 -3.828 2.949 0.08 0.03 0.08
H 2.466 -1.251 -0.621 0.08 0.07 -0.06
C -0.868 3.056 0.063 -0.10 0.12 -0.04
V -0.030 -0.260 -0.186 -1.53 1.83 -0.15
H -2.715 1.576 1.289 0.02 0.00 -0.01
H -2.222 2.474 -2.857 0.04 0.02 0.05
C 2.719 1.512 2.434 -0.09 -0.05 -0.02



65
Properties=species:S:1:pos:R:3:forces:R:3 method="wB97M-V/def2-TZVPD" total_charge=+1 gap_ev=8.42 lumo_energy_ha=-0.0956 homo_ev=-11.02 de_lowest_kcal_mol=5.0
C 15.185 5.671 12.578 0.07 0.02 -0.30
C 11.899 8.871 5.865 -0.69 0.19 0.31
C 14.921 6.846 13.232 -0.39 0.98 0.23
H 10.999 11.284 11.598 -0.58 -0.05 -0.06
C 11.707 10.230 13.309 -0.27 0.53 -0.20
N 12.088 8.752 7.296 0.78 0.82 -0.63
N 11.083 8.452 9.400 -0.11 0.49 0.44
C 11.902 11.190 12.173 0.38 0.37 0.62
H 10.587 6.928 6.670 -0.06 0.20 0.47
H 7.404 5.939 7.099 0.27 0.08 0.16
N 14.733 9.328 12.698 -0.54 1.55 -0.14
H 8.954 5.341 6.792 0.53 -0.41 -0.17
C 10.827 8.875 14.711 0.06 0.31 0.09
H 15.077 4.728 13.107 0.15 0.14 -0.08
O 7.702 13.708 10.470 -0.75 -0.24 1.00
C 6.010 11.570 14.447 0.06 0.24 0.81
H 13.990 9.658 7.065 0.10 -0.34 -0.29
C 5.834 12.849 13.954 0.53 -0.56 -0.56
C 15.268 8.010 11.071 0.42 -0.64 0.34
C 7.681 12.380 10.735 0.63 0.42 -0.57
C 14.117 10.021 13.852 1.28 -1.65 0.10
H 14.778 9.748 14.713 -1.07 0.36 -0.32
C 15.555 6.799 10.419 -0.04 -0.42 -0.31
H 14.566 6.916 14.273 0.37 -0.31 -0.57
O 8.247 11.576 10.046 0.02 -0.32 -0.01
N 12.723 9.707 14.059 0.59 -0.14 -0.36
H 11.881 9.899 5.552 -0.08 0.73 0.04
C 11.149 8.255 8.138 0.03 -0.41 0.22
H 5.730 11.269 15.449 -0.39 0.33 0.01
H 6.247 14.072 12.266 0.11 0.63 -0.41
N 8.277 7.878 8.649 -1.44 -0.46 -0.26
H 12.688 8.422 5.327 1.02 -0.74 -0.53
H 5.365 13.641 14.486 -0.39 0.29 0.55
C 15.002 8.030 12.455 -0.34 -0.99 -0.52
H 8.218 13.935 9.699 0.34 -0.36 -0.57
C 6.646 9.182 14.163 0.60 -0.21 0.62
C 8.912 7.118 7.837 1.65 0.75 0.07
Tl 8.909 8.640 11.081 0.11 0.09 0.06
C 15.532 5.657 11.197 -0.03 -0.62 -0.52
C 13.168 9.623 7.763 -0.35 0.19 1.45
H 15.733 4.677 10.716 -0.16 0.79 0.42
H 13.553 9.287 8.737 0.04 -0.12 -0.44
O 7.041 9.001 15.452 -0.22 0.55 0.10
H 11.722 9.197 9.645 0.12 0.08 0.24
N 7.085 10.807 12.462 0.13 1.08 -0.58
H 12.683 10.866 11.500 0.28 -0.03 -0.09
C 6.629 10.605 13.678 -0.54 -0.54 -0.08
H 14.198 11.058 13.632 0.28 0.80 -0.11
N 10.294 7.332 7.555 -1.40 -0.89 -0.52
C 12.162 8.805 14.940 -0.26 0.18 0.14
H 12.707 8.273 15.704 0.14 0.06 -0.20
N 8.400 6.107 7.091 -0.93 0.14 -0.20
H 12.872 10.676 7.936 -0.31 -0.36 -0.27
C 6.978 12.070 12.021 0.25 0.05 -0.29
N 14.869 10.059 11.542 -0.09 -0.31 0.20
H 7.270 7.590 8.669 1.13 0.31 0.10
N 15.196 9.283 10.574 -0.19 0.21 0.65
H 10.068 8.352 15.250 -0.36 -0.15 0.05
O 6.365 8.244 13.483 0.07 0.02 -0.20
H 12.166 12.202 12.531 -0.02 -0.37 -0.10
H 10.972 8.447 5.539 -0.48 -0.22 -0.16
N 10.541 9.794 13.712 0.16 -0.74 0.01
H 7.176 9.848 15.926 0.05 -0.60 -0.50
C 6.353 13.109 12.694 -0.28 -0.88 0.67
H 15.724 6.754 9.323 0.01 0.09 0.96



51
Properties=species:S:1:pos:R:3:forces:R:3 method="wB97M-V/def2-TZVPD" total_charge=+1 gap_ev=5.24 lumo_energy_ha=-0.1902 homo_ev=-10.42 de_lowest_kcal_mol=16.2
C 0.043 -0.412 1.810 0.99 -1.16 -1.48
H 2.975 -4.572 -0.891 -0.03 -0.09 -0.11
H -1.504 -0.268 -2.204 -0.16 -0.08 0.57
H 0.759 1.020 -2.407 0.25 0.02 0.51
C 3.971 -1.458 -0.053 0.13 0.17 -0.14
H 2.784 -1.181 2.521 0.16 -0.05 0.02
H -3.819 1.016 -2.164 0.09 0.00 -0.03
H 2.693 0.112 0.604 0.00 0.22 0.04
C 0.293 -1.193 0.660 -0.34 0.74 1.59
C 1.572 -1.684 0.225 0.71 -0.16 -0.27
H -3.519 3.186 -3.375 0.21 -0.22 0.07
H -1.486 2.278 -2.204 -0.15 0.10 0.45
H 3.812 -0.534 4.650 0.08 -0.02 0.04
H -0.575 -1.559 0.134 -0.24 0.04 -0.30
H 4.865 -0.858 0.001 0.07 0.11 0.01
C 2.907 -3.541 -0.584 0.17 -0.26 0.04
C -3.038 -0.247 -3.742 -0.02 0.16 -0.01
C 2.078 0.514 5.360 0.15 -0.03 -0.08
C -1.198 0.146 2.163 0.00 0.69 1.76
H -3.033 0.651 4.233 0.05 -0.08 0.01
H -3.546 -1.154 -3.385 0.21 0.19 0.08
C -3.024 2.275 -3.739 0.00 -0.14 0.00
H -4.808 1.024 -3.610 0.26 -0.01 0.00
C -3.766 1.017 -3.261 -0.04 0.01 -0.18
H -1.008 3.104 -3.674 -0.08 -0.19 -0.06
H -1.906 1.704 5.089 0.18 -0.10 -0.11
H 1.060 0.147 -3.917 -0.04 -0.06 -0.04
C 2.237 -0.581 3.223 -0.44 0.05 -0.04
H 1.031 1.915 -3.911 -0.08 0.02 -0.02
H 5.015 -3.209 -0.703 0.12 -0.03 -0.08
C -1.573 -0.226 -3.295 0.67 0.78 -0.55
N -0.873 0.999 -3.763 -0.24 0.13 -0.25
H 0.207 1.431 5.844 -0.04 0.16 0.30
C 0.778 0.890 5.113 -0.83 0.17 -0.23
H -3.065 2.331 -4.834 0.08 -0.10 0.14
H 0.791 -3.597 -0.345 -0.20 -0.21 -0.06
H -3.076 -0.296 -4.838 0.09 0.08 0.15
C 0.581 1.022 -3.481 -1.43 -0.18 -0.21
C 4.055 -2.776 -0.471 -0.04 -0.10 0.04
C -1.559 2.235 -3.295 0.45 -0.73 -0.45
C 1.684 -3.002 -0.267 -0.57 0.54 0.16
C 0.193 0.541 3.896 0.92 -0.53 -0.28
H -1.032 -1.103 -3.670 -0.06 0.16 -0.08
H -2.095 0.128 1.570 -0.25 0.18 0.13
C -2.217 1.359 4.107 -0.24 0.10 -0.10
C 2.803 -0.226 4.424 -0.11 0.01 0.14
H -2.586 2.213 3.544 0.08 0.04 -0.04
C 2.755 -0.914 0.285 -0.63 -0.04 0.08
N -1.109 0.724 3.394 -0.23 -0.77 -1.66
C 0.929 -0.176 2.935 0.39 0.36 0.41
H 2.544 0.781 6.294 -0.01 0.07 0.12



55
Properties=species:S:1:pos:R:3:forces:R:3 method="wB97M-V/def2-TZVPD" total_charge=0 gap_ev=8.72 lumo_energy_ha=0.0176 homo_ev=-8.24 de_lowest_kcal_mol=1.0 smiles="CSCC[C@H](NC(=O)[C@@H]1Cc2ccccc2CN1)C(=O)Nc1cccc(C)c1"
H -4.650 0.039 -0.348 0.09 0.02 0.12
H -4.806 1.583 1.725 -0.09 -0.06 0.07
C -2.520 -5.140 -0.692 0.02 0.41 0.23
H 2.929 1.898 0.265 -0.09 0.11 0.01
H -3.186 -0.344 0.570 -0.04 0.03 -0.05
S -2.776 -3.405 -0.234 -0.12 -0.18 0.12
C 3.765 1.225 0.133 0.07 -0.06 -0.02
C 1.727 -1.815 0.475 -0.59 0.02 0.21
H -3.054 -5.299 -1.623 -0.01 -0.07 -0.07
C -3.969 3.545 1.584 -0.08 -0.03 0.10
H 4.433 -2.093 0.085 -0.02 -0.03 0.00
N 2.229 -0.565 0.454 0.02 0.53 0.07
H 6.695 -1.209 -0.331 0.06 -0.07 -0.01
C -0.276 -3.226 1.040 0.04 0.18 0.01
H 1.552 0.194 0.564 0.02 -0.30 0.00
H 5.715 3.473 -1.133 0.01 0.08 -0.04
H -2.990 -1.055 -1.675 0.03 0.11 -0.04
H -1.680 4.498 -0.703 0.09 0.06 -0.05
H -2.283 2.264 -2.669 0.08 -0.07 -0.02
C -3.584 0.272 -0.259 -0.18 -0.19 0.13
H 0.024 -1.159 1.630 0.00 -0.10 -0.12
O 2.337 -2.849 0.300 0.18 -0.18 -0.05
C 3.541 -0.149 0.202 0.34 -0.12 -0.08
C -2.373 3.863 -0.170 -0.06 0.00 0.03
C 6.088 0.838 -0.268 0.03 -0.02 -0.01
C -2.524 2.542 -0.572 -0.10 0.01 0.00
H -0.763 2.472 -1.779 -0.04 0.03 -0.01
H -1.190 0.105 -2.592 -0.03 0.04 0.13
H -0.988 -1.863 -0.983 -0.05 0.11 0.04
O -0.119 0.918 0.204 0.02 0.33 0.20
C -0.682 0.107 -0.514 -0.07 -0.21 -0.33
C 4.602 -1.031 0.034 -0.11 -0.21 0.02
H 4.346 3.760 -0.051 -0.03 0.09 0.00
N -2.963 -0.051 -1.530 -0.07 -0.23 -0.12
H -2.959 5.395 1.201 0.01 0.08 0.02
H -1.461 -5.335 -0.834 0.04 -0.12 -0.06
C -3.089 4.366 0.899 0.05 0.09 -0.02
C -1.624 0.493 -1.662 0.04 0.47 -0.23
H 5.968 3.515 0.607 0.03 0.09 0.03
C 5.273 3.207 -0.174 0.02 -0.02 0.00
H -2.010 -4.238 1.856 -0.01 0.06 0.09
C 0.201 -1.804 0.758 0.26 -0.20 0.11
C -4.124 2.230 1.192 0.04 0.00 -0.03
H -4.532 3.929 2.422 -0.05 0.03 0.06
H -2.141 -2.470 1.846 -0.05 -0.03 0.09
C 5.869 -0.525 -0.201 0.04 0.16 -0.01
H 7.082 1.219 -0.451 0.11 0.04 -0.02
C -1.753 2.014 -1.747 0.20 -0.24 -0.07
C -1.773 -3.335 1.294 -0.12 -0.02 -0.45
H 0.263 -3.585 1.919 0.06 -0.01 -0.08
N -0.515 -1.220 -0.363 0.05 -0.27 0.03
C 5.032 1.729 -0.102 -0.04 -0.09 0.01
H -2.928 -5.780 0.085 -0.01 -0.12 -0.02
C -3.410 1.719 0.114 -0.02 0.10 -0.02
H 0.022 -3.863 0.204 0.04 -0.06 0.10



Per-record electronic energy, eV: -61509.45683; -52522.63459; -26225.60534; -42654.70878